# 1
107
Properties=species:S:1:pos:R:3:forces:R:3 method="wB97M-V/def2-TZVPD" e_lumo_ev=0.2 e_above_lowest_kcal_mol=25.8 smiles=COC[C@H](C)N.OCCO.OCCO.OCCO.OCCO.OCCO.OCCO.OCCO.OCCO.OCCO
C 9.7403 14.9139 14.6833 -0.5 0.0 -1.1
C 9.1304 14.3572 13.3869 0.3 1.2 -0.7
O 7.7627 14.0013 13.4176 -0.5 0.2 0.4
O 9.6956 13.9576 15.6731 0.0 0.0 1.4
H 9.1779 15.7899 15.0565 0.1 -0.3 -0.3
H 10.7543 15.2785 14.4290 -0.1 -0.2 0.2
H 9.6526 13.5111 12.9689 0.3 -0.6 0.5
H 9.2791 15.0976 12.6039 0.0 0.5 -0.2
H 7.2288 14.8065 13.4973 0.2 -0.4 0.1
H 10.1778 13.1707 15.4047 0.3 -0.4 -0.3
C 14.1243 11.5250 9.8877 -0.7 1.4 0.2
C 14.2573 11.0103 11.2966 -0.1 -1.8 0.1
O 15.6093 10.8207 11.6403 0.7 0.4 0.3
O 12.7374 11.6559 9.5848 -0.3 0.4 -0.1
H 14.5623 10.9367 9.0866 0.5 -0.5 0.3
H 14.6281 12.4898 9.9113 0.0 0.3 -0.4
H 13.7778 10.0242 11.3520 -0.4 0.1 0.0
H 13.8021 11.6234 12.0875 0.1 0.2 -0.6
H 16.0625 10.3753 10.9199 0.0 -0.1 0.0
H 12.5806 12.4575 9.0629 0.2 -0.4 0.2
C 8.9522 6.8520 18.1601 -1.8 -0.2 -0.6
C 9.7673 6.4315 19.3055 1.5 -2.3 0.4
O 9.6273 7.0978 20.4947 -1.2 2.5 0.9
O 9.1344 8.1763 17.7958 0.5 1.8 -0.8
H 7.8912 6.7202 18.4304 0.1 -0.2 -0.1
H 9.1743 6.2061 17.2881 0.0 0.0 0.7
H 10.8157 6.3602 19.0282 0.4 0.1 -0.3
H 9.4312 5.4299 19.5605 0.1 -0.8 -0.8
H 10.2439 6.8203 21.1625 0.4 -0.4 0.0
H 8.8094 8.3305 16.8854 0.2 -0.3 0.5
C 11.8289 11.2624 20.2261 -0.3 -0.3 -1.3
C 11.0415 10.0181 19.7864 1.7 -0.3 1.6
O 9.7418 10.4021 19.5636 -1.3 0.2 -0.9
O 11.4609 12.2922 19.3103 -0.2 0.6 -0.1
H 12.8904 11.0680 20.0753 0.1 0.0 0.2
H 11.6624 11.5308 21.2772 -0.3 0.1 -0.3
H 11.1270 9.4085 20.6760 -0.3 -0.9 0.2
H 11.5349 9.4654 18.9745 -0.3 0.4 -0.2
H 9.3190 9.8201 18.9029 0.2 -0.1 0.4
H 10.5313 12.0993 19.0264 0.8 0.1 0.4
C 13.9841 6.9378 13.6107 0.0 0.2 -0.4
C 13.5904 6.5260 14.9967 -0.5 0.2 1.7
O 14.3009 7.2173 16.0199 0.9 -1.0 0.2
O 13.1744 6.2166 12.7086 -0.7 -0.8 -0.6
H 15.0401 6.7349 13.4198 0.1 0.2 0.2
H 13.7448 7.9886 13.5103 0.4 0.6 0.0
H 13.8394 5.4844 15.2349 -0.2 0.1 -0.5
H 12.4892 6.6489 15.1428 0.6 -0.1 -0.3
H 14.1043 8.1323 16.2160 -0.8 0.4 -0.9
H 13.3863 6.3808 11.7791 0.2 0.2 0.5
C 11.6948 9.5556 15.2750 -0.6 -1.1 0.0
C 11.1493 10.4237 14.1758 1.4 1.5 0.2
O 11.2243 11.8246 14.6232 -0.4 -0.7 -0.6
O 13.0921 9.7365 15.4308 -0.4 0.9 0.7
H 11.5629 8.4964 15.0513 -0.4 0.0 -0.2
H 11.1732 9.7619 16.2281 0.1 -0.1 -0.3
H 10.1567 10.2101 13.8191 -0.6 0.0 0.5
H 11.7831 10.2952 13.2911 0.2 0.1 0.0
H 12.1435 12.1604 14.6629 -0.2 -0.4 0.0
H 13.0685 10.4509 16.1008 1.0 0.1 0.0
C 9.8200 6.2676 13.1506 0.3 -0.2 1.8
C 9.1122 6.3782 14.4771 0.3 -0.5 -0.5
O 8.7500 7.7156 14.7674 0.1 -0.3 1.0
O 8.8922 6.6999 12.1851 0.9 -0.3 -0.5
H 10.1731 5.2444 13.0863 -0.4 -0.7 -0.6
H 10.7798 6.7797 13.2123 -0.1 0.9 -0.5
H 9.7599 5.9662 15.2588 0.0 0.4 0.0
H 8.2674 5.6910 14.3984 -0.5 0.3 0.2
H 8.5748 8.1883 13.9562 -0.3 0.0 -0.5
H 9.3812 6.5811 11.3661 -0.5 0.3 -0.5
C 7.7484 11.2063 15.2937 1.3 0.0 0.2
C 7.0548 11.9720 16.3996 0.0 0.0 -1.0
O 5.7141 11.5314 16.4498 -0.3 0.1 1.2
O 7.0062 11.2805 14.0947 -0.2 0.5 -0.4
H 7.9168 10.1698 15.5984 -0.5 -0.2 -0.3
H 8.7532 11.5874 15.0782 -0.1 0.2 0.4
H 7.1558 13.0235 16.1533 -0.3 0.5 -0.1
H 7.5361 11.8779 17.3677 -0.1 -0.5 0.2
H 5.3732 11.3915 15.5640 0.3 0.1 -0.3
H 7.1289 12.2056 13.7670 -0.1 -0.8 0.2
C 14.1763 12.7189 17.3199 0.3 1.7 0.2
C 13.8653 13.7825 16.2240 0.7 0.8 2.8
O 13.6813 13.2596 14.9777 -0.1 -1.1 -1.8
O 13.1921 11.7562 17.3470 -0.7 -1.2 0.0
H 14.1512 13.2448 18.3020 0.4 -0.1 -0.6
H 15.1693 12.2673 17.1903 -0.1 0.0 -0.1
H 14.6883 14.5102 16.1832 -0.1 0.1 0.3
H 12.9694 14.3213 16.5749 0.1 -0.3 -0.5
H 14.5327 12.8782 14.7134 -0.4 0.0 -0.2
H 12.5687 11.9728 18.0773 -0.3 0.0 -0.3
C 10.9466 7.0268 8.4154 1.5 -0.4 -0.2
C 9.8693 7.9943 8.8354 -0.8 -0.9 -1.4
C 10.3605 9.0632 9.7424 0.5 1.1 0.3
O 9.2548 9.7303 10.2548 -1.4 -0.5 0.1
C 9.4734 10.9865 10.7792 1.3 1.2 -1.1
N 9.2077 8.4003 7.5713 -0.7 0.2 0.6
H 10.5323 6.3181 7.7070 -0.1 0.0 -0.2
H 11.4273 6.4022 9.1943 -0.4 0.6 0.1
H 11.7826 7.5583 7.9029 -0.5 -0.2 0.2
H 9.0902 7.4195 9.3541 0.1 0.2 0.2
H 10.9993 9.8278 9.2755 0.2 -0.4 -0.4
H 10.9559 8.6154 10.5443 0.1 -0.1 0.3
H 9.9984 11.6577 10.0673 -0.4 -0.2 -0.3
H 10.2045 10.9912 11.5626 0.1 -0.2 1.2
H 8.5470 11.4684 11.0241 -0.5 -0.1 0.5
H 8.3545 8.9461 7.6947 0.3 -0.2 0.4
H 9.7827 8.9348 6.9495 0.6 0.2 -0.1

=====

# 2
15
Properties=species:S:1:pos:R:3:forces:R:3 method="wB97M-V/def2-TZVPD" e_lumo_ev=-1.2 e_above_lowest_kcal_mol=123.8
C 2.2769 -0.5831 0.0424 0.1 -0.1 0.0
N 0.9742 -0.0524 0.4064 0.0 -0.2 0.0
C 0.7467 1.3866 0.4784 -0.5 -0.2 0.2
C -0.6081 1.3654 0.7086 0.1 0.2 -0.1
C -1.1016 0.0049 0.6688 -0.2 -0.1 -0.3
C -2.2627 -0.5115 0.2412 0.0 0.1 0.1
N 0.0082 -0.8630 0.5489 0.2 0.3 -0.1
H 2.5738 -0.1095 -0.8960 0.0 -0.1 0.2
H 2.1953 -1.6638 -0.0742 0.0 0.1 0.1
H 3.0010 -0.3151 0.8133 -0.1 0.0 -0.1
H -0.3548 0.5881 -1.8056 0.0 0.0 -0.2
H -1.2550 2.2323 0.7723 0.1 -0.1 0.0
H -0.7560 -0.0301 -1.9139 0.1 0.0 -0.2
H -3.1063 0.1231 -0.0101 0.0 -0.1 0.3
H -2.3314 -1.5717 0.0195 0.0 0.1 0.1

=====

# 3
6
Properties=species:S:1:pos:R:3:forces:R:3 method="wB97M-V/def2-TZVPD" e_lumo_ev="-0.2 / -1.9" e_above_lowest_kcal_mol=149.8
C -1.1489 -0.4780 1.0422 -2.0 -0.1 1.8
C -0.2922 -0.1678 0.2549 0.7 -0.5 -1.9
N 0.7568 -0.1627 -0.4806 1.5 0.4 -1.1
Cl 0.6694 -0.3016 -2.2564 -0.6 0.1 1.6
H -1.9292 -0.6564 1.7691 0.5 0.1 -0.5
H 1.9440 1.7665 -0.3292 -0.1 -0.1 0.0

=====

# 4
19
Properties=species:S:1:pos:R:3:forces:R:3 method="wB97M-V/def2-TZVPD" e_lumo_ev=0.8 e_above_lowest_kcal_mol=19.5 smiles=CCCNC.O
C -0.4042 -1.1452 -1.7261 -0.2 -0.1 0.5
C 0.2572 0.0114 -0.9748 -0.7 0.4 0.4
C -0.8202 0.8343 -0.2250 0.2 -1.0 -0.3
N -0.4069 2.0135 0.4802 -0.2 0.2 -0.1
C 0.5921 1.8397 1.5145 0.2 0.3 0.3
H -1.4148 -1.2922 -1.3287 0.0 0.0 0.0
H -0.5480 -0.9483 -2.7850 0.3 -0.2 -0.1
H 0.1189 -2.0825 -1.5123 0.0 0.1 -0.6
H 0.8713 -0.4024 -0.1908 0.7 -0.1 0.0
H 0.8373 0.6802 -1.6173 0.1 -0.2 0.0
H -1.6137 1.0280 -0.9344 -0.3 0.6 -0.2
H -1.2729 0.1304 0.4808 -0.1 0.1 0.2
H -0.1818 2.7660 -0.1488 0.1 0.0 0.0
H 0.2326 2.1616 2.4972 0.0 0.0 -0.1
H 0.9228 0.8197 1.6203 -0.1 -0.6 0.0
H 1.5138 2.3775 1.3045 0.1 0.3 -0.1
H 0.9996 -2.8548 1.7436 -0.2 0.0 -0.1
H -0.3109 -2.8527 0.9187 0.3 0.0 0.1
O 0.6280 -3.0841 0.8834 -0.1 0.1 0.0

=====

# 5
14
Properties=species:S:1:pos:R:3:forces:R:3 method="wB97M-V/def2-TZVPD" e_lumo_ev=0.8 e_above_lowest_kcal_mol=23.6 smiles=CC(C)(N)C#N
C 0.5051 -0.6808 -1.2643 0.3 0.3 0.1
C -0.0567 0.0500 -0.0307 0.8 1.0 0.2
C -0.0162 -0.7627 1.2743 0.3 0.3 0.0
N -1.3756 0.5169 -0.2650 -0.2 0.1 0.0
C 0.8954 1.5056 0.2042 -1.1 -0.3 0.9
N 1.1609 2.5967 0.5371 -0.2 -2.1 -0.8
H 1.2421 0.0128 -1.6458 0.3 -0.3 -0.6
H -0.2349 -0.8865 -2.0510 0.0 0.2 0.5
H 1.0049 -1.6258 -1.0208 -0.1 0.3 0.1
H -0.8584 -1.4679 1.3803 0.2 0.4 -0.5
H -0.0620 -0.0605 2.1058 0.0 -0.2 0.2
H 0.9062 -1.3435 1.3425 0.0 0.2 0.1
H -1.7058 1.0519 0.5320 -0.1 0.0 -0.2
H -1.4049 1.0938 -1.0987 -0.2 0.0 0.1

=====

# 6
105
Properties=species:S:1:pos:R:3:forces:R:3 method="wB97M-V/def2-TZVPD" e_lumo_ev="-4.7 / -4.7" spin_multiplicity=3 charge=+1
C 1.2493 4.5018 1.7954 -0.2 -0.4 -1.1
C 1.7947 3.0996 1.3503 0.5 -1.1 0.0
C 3.1111 2.9643 0.6886 -1.7 -2.7 0.4
C 3.5265 1.6101 0.2777 -1.9 0.2 0.8
C 2.6809 0.4184 0.5116 -0.6 2.6 0.6
C 1.3756 0.5570 1.1938 1.5 1.6 -0.4
C 0.4715 -0.7267 1.4376 0.6 0.4 -0.7
C -0.1526 -1.0888 0.0358 -1.8 0.9 -0.1
C -1.3670 -0.3335 -0.3934 1.1 -1.9 -1.4
C -2.0479 0.7420 0.5072 -0.3 -0.2 -0.8
C -2.1773 2.1807 -0.1395 -0.5 0.5 0.9
N -3.0801 2.9850 0.7649 -0.2 -1.3 -0.5
C -1.8986 -0.6947 -1.7228 1.8 -0.9 0.0
C -3.1605 0.0017 -2.3609 1.4 0.0 1.1
O -4.2710 -0.3040 -2.0932 0.7 0.5 -0.7
O -2.8644 1.0626 -3.2636 -2.0 -1.2 0.7
O -1.4761 1.1890 -3.3323 2.2 2.4 -0.8
C -1.1502 2.5298 -3.2884 -0.9 -2.8 1.2
N -0.8381 3.5522 -2.8673 0.2 0.4 -0.7
C -1.2665 -1.7430 -2.5816 0.6 1.3 3.1
C -0.0938 -2.3991 -2.0440 -1.6 1.3 -0.8
N 0.5796 -3.3980 -2.8444 -1.7 -0.7 2.5
C 0.0040 -4.5130 -2.6755 -0.2 -1.2 -2.8
S -0.7099 -5.8961 -3.0158 1.3 2.2 1.2
N 0.4242 -2.0767 -0.7769 -0.9 2.0 -0.7
P 1.8709 -3.0332 -0.3004 -0.3 -4.3 0.8
N 1.3093 -4.4413 0.1724 0.8 1.3 -0.6
C 0.9515 1.9128 1.6029 2.0 -0.7 -1.1
H 0.4054 4.4142 2.5366 1.1 0.1 -0.7
H 2.0497 5.1998 2.1482 -0.7 -0.8 -0.1
H 0.8212 4.9719 0.8561 0.4 -0.4 1.1
H 3.7896 3.8330 0.5026 -0.8 -0.9 0.3
H 4.5019 1.4675 -0.2431 -0.9 0.2 0.6
H 3.0800 -0.5527 0.1450 -0.4 0.9 0.4
H 1.0824 -1.5713 1.8627 -0.7 0.9 -0.5
H -0.3219 -0.5207 2.2095 0.7 -0.2 -1.1
H -1.5645 0.8774 1.5086 -0.3 -0.4 -1.2
H -3.0967 0.3736 0.7221 1.0 0.3 -0.3
H -2.6712 2.2002 -1.1434 0.6 -0.2 0.9
H -1.2093 2.7425 -0.2003 -0.6 -0.9 -0.1
H -4.0374 2.7610 0.4530 0.4 0.4 0.3
H -3.0419 2.5460 1.6973 0.1 0.6 -0.4
H -1.7116 -1.9653 -3.5819 0.8 0.0 1.1
H 2.6993 -3.2296 -1.4483 -0.3 1.3 0.4
H 2.5756 -2.4292 0.7692 -0.5 0.7 -0.8
H 1.6771 -5.1871 -0.4253 -0.3 0.1 0.3
H -0.0265 2.0265 2.1276 1.1 0.1 -0.4
C 9.5118 0.1769 2.7261 0.3 0.1 0.0
C 8.3354 0.3484 1.7334 1.0 -1.4 1.2
C 8.7679 -0.1024 0.3256 0.0 0.3 -0.3
C 9.6940 0.8880 -0.3733 0.0 0.0 0.0
C 9.0909 2.2874 -0.3753 -0.2 -0.5 -0.1
C 8.6802 2.7702 1.0260 1.5 1.7 0.4
N 7.8581 1.7649 1.7625 -2.2 -0.6 -2.9
O 6.6308 1.7909 1.2521 0.9 0.2 1.1
C 9.9432 3.1220 1.8433 0.3 -0.2 0.1
C 7.9541 4.1240 0.8818 -0.7 -0.3 0.0
C 7.2667 -0.6394 2.2450 -0.6 0.5 -0.2
H 10.4845 0.3672 2.2733 -0.1 0.1 0.0
H 9.3972 0.8262 3.5967 0.0 0.0 -0.1
H 9.5655 -0.8462 3.1043 -0.2 0.0 -0.1
H 7.8824 -0.2496 -0.3033 -0.1 0.1 0.1
H 9.2631 -1.0767 0.3854 -0.1 0.1 0.2
H 10.6796 0.8936 0.0994 0.0 0.0 0.0
H 9.8579 0.5619 -1.4052 0.0 0.0 0.1
H 9.8071 2.9865 -0.8160 -0.1 0.1 0.2
H 8.2180 2.2883 -1.0388 -0.1 0.0 0.2
H 9.6868 3.3615 2.8782 0.0 -0.1 -0.1
H 10.4448 3.9970 1.4234 -0.2 0.0 -0.1
H 10.6940 2.3346 1.8513 -0.1 0.0 0.1
H 7.0898 4.0663 0.2171 0.0 -0.1 0.1
H 8.6223 4.8737 0.4530 0.2 -0.2 0.1
H 7.6181 4.4982 1.8533 0.0 -0.1 -0.1
H 6.9177 -0.3584 3.2428 0.0 0.0 -0.1
H 7.6771 -1.6495 2.3075 0.2 0.2 0.0
H 6.4005 -0.7014 1.5830 0.0 0.2 0.0
C -8.7087 -4.1120 -0.1996 0.2 -0.1 -0.3
C -9.4397 -2.7680 0.0428 -0.2 -2.1 0.2
C -10.3932 -2.4711 -1.1299 0.1 0.4 -0.2
C -9.6752 -2.0199 -2.3987 -0.1 0.0 0.0
C -8.7377 -0.8538 -2.1072 -0.5 -0.1 0.1
C -7.7571 -1.1416 -0.9584 1.9 -0.1 -1.0
N -8.4342 -1.6823 0.2553 -2.5 2.5 -0.1
O -9.0491 -0.6700 0.8612 1.1 -1.1 0.0
C -6.6702 -2.1299 -1.4406 -0.1 -0.4 -0.2
C -6.9670 0.1528 -0.6582 -0.5 0.2 0.5
C -10.2942 -3.0282 1.3004 0.1 0.7 0.3
H -8.4926 -4.2978 -1.2520 0.1 0.1 0.0
H -7.7751 -4.1662 0.3652 0.0 0.1 -0.1
H -9.3185 -4.9586 0.1228 -0.1 0.2 0.0
H -11.1037 -1.6897 -0.8393 0.1 0.0 0.1
H -10.9930 -3.3590 -1.3527 0.1 0.0 0.2
H -9.1272 -2.8526 -2.8485 0.0 0.0 0.0
H -10.4167 -1.7119 -3.1425 0.1 0.0 0.0
H -8.1845 -0.6012 -3.0168 0.2 0.0 0.2
H -9.3435 0.0269 -1.8659 0.1 0.0 0.2
H -6.0251 -2.4377 -0.6129 -0.1 0.0 0.0
H -6.0309 -1.6688 -2.1924 -0.2 0.1 0.1
H -7.0696 -3.0254 -1.9129 -0.1 0.0 0.2
H -7.6202 0.9935 -0.4170 -0.1 -0.2 0.2
H -6.3821 0.4603 -1.5251 -0.2 -0.3 -0.1
H -6.2698 0.0078 0.1738 -0.1 0.0 0.0
H -9.6622 -3.2368 2.1684 0.0 0.0 -0.1
H -10.9472 -3.8901 1.1485 0.2 0.0 -0.2
H -10.9474 -2.1894 1.5453 0.2 0.1 0.0

=====

# 7
9
Properties=species:S:1:pos:R:3:forces:R:3 method="wB97M-V/def2-TZVPD" e_lumo_ev="-1.6 / -2.0" e_above_lowest_kcal_mol=142.3
C -0.2871 0.3535 -0.7022 1.9 0.6 2.7
O -2.6551 1.0063 0.1302 0.8 -0.7 0.5
O -2.3050 -1.3947 -0.0120 1.1 -0.5 0.0
Si 1.3551 -0.4431 -0.0043 -0.4 1.3 -0.6
S -1.7156 -0.0923 0.0211 -1.9 2.7 -1.1
H 0.4471 2.0828 0.0552 -1.4 -2.3 -1.1
H 2.1968 0.4632 -0.9518 -0.1 -1.5 0.5
H 1.1042 -1.9335 0.0948 0.6 0.6 -0.5
H 1.8597 -0.0423 1.3689 -0.6 -0.1 -0.5

=====

# 8
11
Properties=species:S:1:pos:R:3:forces:R:3 method="wB97M-V/def2-TZVPD" e_lumo_ev=-1.4
Mg 3.6392 0.7692 1.7059 -0.3 0.0 -0.2
O 0.7354 0.5006 0.0725 1.3 -0.9 -1.6
C 0.3623 -0.8887 -0.0495 -0.1 -0.1 1.2
H 0.4755 -1.4800 -0.9703 0.3 0.8 -0.4
H 0.8364 -1.5172 0.7204 0.1 0.2 0.1
C -2.4305 -0.6045 0.1295 -1.6 -2.1 -0.8
C -1.0948 -0.6409 0.2663 -0.8 3.4 -0.5
C -1.0799 0.8096 0.2494 0.6 2.6 3.1
O -1.3975 1.9490 0.4949 1.0 -3.1 -1.4
Cs 2.8950 2.5979 -2.3476 -0.4 -0.4 0.5
H -2.9409 -1.4949 -0.2713 -0.1 -0.4 0.1

=====

Strongest force on any atom (hartree/bohr)
0.058; 0.011; 0.054; 0.020; 0.044; 0.085; 0.067; 0.079